*1*
# C5H11N

One molecule with the formula C5H11N (wB97M-V/def2-TZVPD, OMol25).

```
17
C5H11N (wB97M-V/def2-TZVPD)
C 1.551 0.461 1.378
N 0.750 -0.697 1.698
C -0.585 -0.908 1.148
C -0.819 0.754 -2.371
C -1.024 0.370 -0.927
C -0.585 -0.731 -0.341
H 2.460 0.211 0.797
H 2.002 0.874 2.283
H 1.025 1.197 0.786
H 1.298 -1.534 1.782
H -0.871 -1.913 1.445
H -1.264 -0.188 1.599
H 0.093 1.349 -2.453
H -1.656 1.354 -2.692
H -0.725 -0.118 -2.989
H -1.539 1.091 -0.299
H -0.111 -1.571 -0.845
```

Its total charge is 0. The calculation puts the HOMO energy at -8.18 eV. As for the structure (SMILES): C/C=C/CNC.

Atom charges from the Mulliken analysis, given in e for atoms 1 to 8:
1 C -0.810
2 N -0.256
3 C -0.883
4 C -1.107
5 C -0.009
6 C -0.129
7 H 0.268
8 H 0.291



*2*
# C5H11N

A 4-piece molecular cluster, C5H11N overall (wB97M-V/def2-TZVPD, OMol25).

```
17
C5H11N (wB97M-V/def2-TZVPD)
C -1.271 -0.116 0.996
C -0.860 0.729 -0.017
C -1.435 0.652 -1.405
N 1.164 0.135 -0.643
C 2.094 0.163 0.518
C 1.571 -1.013 -0.167
H -0.186 -1.217 1.077
H -1.170 0.191 2.036
H -2.056 -0.846 0.786
H -0.375 1.664 0.256
H -1.695 -0.382 -1.662
H -0.720 1.021 -2.145
H -2.350 1.254 -1.462
H 1.666 0.392 1.502
H 3.090 0.570 0.335
H 1.845 -1.950 -0.645
H 0.586 -1.580 0.833
```

Its total charge is 0. The calculation puts the HOMO energy at -9.02 eV.

Atom charges from the Mulliken analysis, given in e for atoms 1 to 8:
1 C -1.029
2 C 0.368
3 C -1.203
4 N -0.396
5 C -0.346
6 C -0.166
7 H -0.144
8 H 0.344



Stability summary: most stable *1*, least stable *2*.



*1*
# C2H8N2O2

A 2-piece molecular cluster, C2H8N2O2 overall (wB97M-V/def2-TZVPD, OMol25).

```
14
C2H8N2O2 (wB97M-V/def2-TZVPD)
O 2.536 0.053 -1.384
C 1.603 -0.604 -1.094
N 0.454 -0.131 -0.392
C 0.052 1.222 -0.530
N -1.483 1.408 -0.365
H 1.623 -1.654 -1.229
H -0.281 -0.878 -0.298
H 0.425 1.822 0.445
H 0.283 1.572 -1.617
H -1.607 1.479 0.711
H -1.808 2.273 -0.752
H -0.414 -2.960 1.903
H -0.824 -1.599 2.718
O -0.559 -2.002 1.883
```

Its total charge is 0. The calculation puts the HOMO energy at -9.22 eV. As for the structure (SMILES): NCNC=O.O.

Atom charges from the Mulliken analysis, given in e for atoms 1 to 8:
1 O -0.496
2 C -0.075
3 N -0.089
4 C -0.333
5 N -0.633
6 H 0.375
7 H 0.251
8 H 0.235



*2*
# C2H8N2O2

A 2-piece molecular cluster, C2H8N2O2 overall (wB97M-V/def2-TZVPD, OMol25).

```
14
C2H8N2O2 (wB97M-V/def2-TZVPD)
N 0.607 1.724 1.128
C 0.600 0.513 0.371
C -0.683 -0.240 0.472
N -1.666 -0.134 1.465
O -0.740 -1.155 -0.359
H 1.262 1.574 1.912
H 0.757 2.545 0.607
H 0.898 0.796 -0.728
H 1.452 -0.169 0.673
H -1.731 0.674 1.989
H -2.372 -0.877 1.458
H 0.572 -2.400 -3.479
H 0.148 -1.187 -2.505
O 0.896 -1.665 -3.006
```

Its total charge is 0. The calculation puts the HOMO energy at -9.49 eV. As for the structure (SMILES): NCC(N)=O.O.

Atom charges from the Mulliken analysis, given in e for atoms 1 to 8:
1 N -0.567
2 C -0.012
3 C 0.279
4 N -0.414
5 O -0.615
6 H 0.217
7 H 0.213
8 H 0.229



*3*
# C2H8N2O2

A 2-piece molecular cluster, C2H8N2O2 overall (wB97M-V/def2-TZVPD, OMol25).

```
14
C2H8N2O2 (wB97M-V/def2-TZVPD)
N -3.344 -0.319 -0.114
C -4.156 0.069 -1.354
N -4.723 -1.101 -2.016
H -2.769 -1.263 -0.415
H -2.489 0.328 -0.267
H -4.891 0.753 -0.935
H -3.521 0.559 -2.123
H -4.412 -2.073 -1.902
H -5.687 -1.123 -1.833
O 4.688 1.678 1.298
C 4.153 0.646 0.931
O 4.280 -0.665 1.544
H 3.700 0.686 -0.055
H 4.813 -0.323 2.241
```

Its total charge is 0. The calculation puts the HOMO energy at -9.13 eV. As for the structure (SMILES): O=CO.NCN.

Atom charges from the Mulliken analysis, given in e for atoms 1 to 8:
1 N -0.667
2 C -0.222
3 N -0.531
4 H 0.238
5 H 0.263
6 H 0.255
7 H 0.228
8 H 0.222



*4*
# C2H8N2O2

A 2-piece molecular cluster, C2H8N2O2 overall (wB97M-V/def2-TZVPD, OMol25).

```
14
C2H8N2O2 (wB97M-V/def2-TZVPD)
O -1.215 0.719 2.142
C -0.168 0.940 1.571
N 0.067 0.722 0.249
C -0.937 0.131 -0.600
N -0.524 -1.201 -1.066
H 0.701 1.310 2.138
H 1.030 0.763 -0.051
H -1.870 0.093 -0.046
H -1.059 0.756 -1.481
H -1.076 -1.446 -1.880
H -0.684 -1.904 -0.353
H 1.364 -0.938 -1.343
H 2.810 -1.187 -0.825
O 2.308 -0.800 -1.555
```

Its total charge is 0. The calculation puts the HOMO energy at -10.03 eV. As for the structure (SMILES): NCNC=O.O.

Atom charges from the Mulliken analysis, given in e for atoms 1 to 8:
1 O -0.556
2 C 0.045
3 N -0.135
4 C -0.476
5 N -0.613
6 H 0.342
7 H 0.271
8 H 0.363



Stability summary: most stable *4*, least stable *3*.



*1*
# C2H8N2O2

A 2-piece molecular cluster, C2H8N2O2 overall (wB97M-V/def2-TZVPD, OMol25).

```
14
C2H8N2O2 (wB97M-V/def2-TZVPD)
N -0.545 -1.357 -2.620
C -0.853 -0.949 -1.267
N 0.389 -0.848 -0.531
H -1.381 -1.558 -3.150
H -0.014 -2.223 -2.590
H -1.554 -1.658 -0.792
H -1.340 0.027 -1.265
H 1.020 -1.566 -0.873
H 0.308 -1.032 0.465
O 0.744 0.416 2.398
C 0.444 1.504 1.973
O -0.006 1.710 0.744
H 0.493 2.370 2.631
H 0.068 0.830 0.332
```

Its total charge is 0. The calculation puts the HOMO energy at -9.47 eV. As for the structure (SMILES): O=CO.NCN.

Atom charges from the Mulliken analysis, given in e for atoms 1 to 8:
1 N -0.666
2 C -0.095
3 N -0.666
4 H 0.233
5 H 0.217
6 H 0.250
7 H 0.205
8 H 0.218



*2*
# C2H8N2O2

C2H8N2O2 as an isolated structure (wB97M-V/def2-TZVPD, OMol25).

```
14
C2H8N2O2 (wB97M-V/def2-TZVPD)
C -0.304 0.655 -0.682
C 1.178 -1.022 0.285
N 0.316 0.147 0.460
N -1.373 -0.398 -0.117
O 1.596 1.480 -0.205
O -2.575 0.088 0.401
H 1.545 2.200 0.436
H -2.449 0.117 1.361
H -1.453 -1.345 -0.483
H 0.044 0.358 -1.670
H -0.762 1.629 -0.577
H 2.164 -0.724 0.634
H 0.797 -1.829 0.911
H 1.275 -1.356 -0.754
```

Its total charge is 0. The calculation puts the HOMO energy (alpha / beta) at -8.47 / -8.47 eV.

Atom charges from the Mulliken analysis, given in e for atoms 1 to 8:
1 C -0.064
2 C -0.721
3 N -0.101
4 N -0.202
5 O -0.741
6 O -0.432
7 H 0.247
8 H 0.338



*3*
# C2H8N2O2

A 2-piece molecular cluster, C2H8N2O2 overall (wB97M-V/def2-TZVPD, OMol25).

```
14
C2H8N2O2 (wB97M-V/def2-TZVPD)
C 0.858 -0.049 -0.395
C 1.961 -0.738 0.384
N -0.080 0.869 0.787
N -0.657 1.819 0.324
H -1.553 2.070 0.783
H 1.274 0.788 -0.963
H 0.545 -0.690 -1.228
H 2.805 -0.995 -0.264
H 1.589 -1.640 0.878
H 2.374 -0.082 1.156
O -1.949 -0.914 -0.023
O -2.909 0.154 -0.173
H -3.308 -0.104 -1.022
H -0.948 -0.487 -0.244
```

Its total charge is 0. The calculation puts the HOMO energy at -8.61 eV. As for the structure (SMILES): [H]/N=N/CC.OO.

Atom charges from the Mulliken analysis, given in e for atoms 1 to 8:
1 C -0.379
2 C -1.004
3 N -0.140
4 N -0.403
5 H 0.283
6 H 0.360
7 H 0.396
8 H 0.349



Stability summary: most stable *1*, least stable *2*.